9
Properties=species:S:1:pos:R:3:forces:R:3:nbo_charge:R:1 method="wB97M-V/def2-TZVPD" lumo_energy_ev=-4.886 e_above_lowest_kj_mol=0.0 largest_force_ev_per_a=3.38 charge=+1 total_energy_ha=-1700.20210 homo_energy_ev=-15.64 orbital_gap_ev=10.8
H 0.799 1.054 -1.200 0.07 0.37 -0.71 0.29
Cl 0.810 -2.098 -1.803 -0.32 0.13 -0.07 -0.10
C 0.245 0.530 -0.451 -1.65 0.58 2.89 -1.00
H 0.993 0.226 0.355 -1.06 -0.14 -1.07 0.30
S -1.886 -1.989 0.105 0.82 0.57 -0.53 -0.06
H -0.535 1.240 0.128 1.64 -1.55 -1.62 0.31
Cl -1.797 -0.329 -2.761 1.07 -0.40 1.51 -0.10
H -0.726 -2.482 0.595 -0.26 -0.18 0.29 0.18
P -0.641 -0.906 -1.162 -0.31 0.62 -0.68 1.18